(1)
A gas-phase ion, C2H5O2P2 (charge -1) in a non-equilibrium geometry, computed with ωB97M-V with the def2-TZVPD basis set.

Geometry as XYZ:
```
11
Properties=species:S:1:pos:R:3
P -0.966 0.974 1.427
P 0.163 -0.848 0.512
O 0.934 -1.281 1.710
O -0.889 -1.691 -0.147
C 0.589 0.646 -1.737
C 1.089 -0.182 -0.812
H -2.332 0.767 1.240
H -1.064 0.289 2.652
H 1.917 -0.860 -0.814
H 0.955 1.055 -2.695
H -0.396 1.132 -1.337
```

Properties
ΔE to the lowest compared entry with this formula, charge and spin = 0.0 kcal/mol
2S+1 = 1
E = -912.45197 Ha
SMILES string = C=C[P@](=O)([O-])P
Kohn-Sham gap = 8.0 eV
Total charge = -1

---

(2)
A molecular structure, C2H5O2Pr in a non-equilibrium geometry, computed with ωB97M-V with the def2-TZVPD basis set.

Geometry as XYZ:
```
10
Properties=species:S:1:pos:R:3
Pr -2.740 -0.636 -2.086
O -0.638 -0.739 -0.953
O -0.611 0.640 1.387
C 0.482 0.018 -0.654
C 0.617 0.168 0.855
H 1.395 -0.479 -1.038
H 1.405 0.890 1.112
H -1.239 -0.070 1.191
H 0.489 1.032 -1.105
H 0.840 -0.824 1.290
```

Properties
ΔE to the lowest compared entry with this formula, charge and spin = 0.0 kcal/mol
2S+1 = 4
E = -746.38299 Ha
<S²> = 3.75
Kohn-Sham gap (alpha / beta) = 6.9 / 6.9 eV
Total charge = +1

---

(3)
A molecular structure, C2H5O2Sm in a non-equilibrium geometry, computed with ωB97M-V with the def2-TZVPD basis set.

Geometry as XYZ:
```
10
Properties=species:S:1:pos:R:3
Sm -1.153 -0.204 1.124
O -0.135 -0.313 -0.899
O -0.969 -2.351 0.790
C 0.417 -1.611 -1.066
C -0.527 -2.683 -0.494
H 1.397 -1.675 -0.558
H 1.151 1.460 -2.815
H 0.014 -3.651 -0.501
H -1.384 -2.796 -1.191
H 0.595 -1.795 -2.140
```

Properties
ΔE to the lowest compared entry with this formula, charge and spin = 35.1 kcal/mol
2S+1 = 8
E = -887.49595 Ha
<S²> = 15.76
Kohn-Sham gap (alpha / beta) = 5.9 / 6.8 eV
Total charge = 0

---

(4)
A molecular structure, C2H5O2Tl in a non-equilibrium geometry, computed with ωB97M-V with the def2-TZVPD basis set.

Geometry as XYZ:
```
10
Properties=species:S:1:pos:R:3
Tl 2.123 0.478 0.029
O 0.764 1.759 0.040
O 0.849 -1.006 -0.096
C -0.359 -0.379 0.312
C -0.422 1.065 -0.214
H -0.633 1.026 -1.305
H -1.294 1.560 0.258
H 0.618 -3.169 -0.370
H -1.216 -0.961 -0.067
H -0.429 -0.373 1.414
```

Properties
ΔE to the lowest compared entry with this formula, charge and spin = 103.8 kcal/mol
2S+1 = 2
E = -401.59662 Ha
<S²> = 1.05
Kohn-Sham gap (alpha / beta) = 5.8 / 7.2 eV
Total charge = +1

---

(5)
2 unconnected molecules or ions with the total composition C2H5O3 in a non-equilibrium geometry, computed with ωB97M-V with the def2-TZVPD basis set.

Geometry as XYZ:
```
10
Properties=species:S:1:pos:R:3
O -0.009 -0.429 -1.757
O 1.894 -0.184 -0.584
O -1.027 1.065 0.110
C -0.796 0.434 1.364
C 1.196 -0.696 -1.464
H -0.306 1.214 1.960
H 1.656 -1.502 -2.076
H -0.196 -0.463 1.199
H -0.683 0.423 -0.620
H -1.729 0.139 1.868
```

Properties
ΔE to the lowest compared entry with this formula, charge and spin = 20.3 kcal/mol
2S+1 = 1
E = -304.97508 Ha
Kohn-Sham gap = 9.0 eV
Total charge = -1

---

(6)
A molecular structure, C2H5OP in a non-equilibrium geometry, computed with ωB97M-V with the def2-TZVPD basis set.

Geometry as XYZ:
```
9
Properties=species:S:1:pos:R:3
P 1.727 1.334 -1.114
O 3.066 1.160 -0.605
C -1.354 -0.370 0.347
C 0.179 -0.022 -0.020
H 0.529 -0.846 -0.569
H 0.775 0.178 0.887
H -1.239 -1.379 0.603
H -1.678 0.328 1.058
H -2.005 -0.383 -0.587
```

Properties
ΔE to the lowest compared entry with this formula, charge and spin = 47.2 kcal/mol
2S+1 = 1
E = -495.70535 Ha
Kohn-Sham gap = 7.4 eV
Total charge = 0

---

(7)
C2H5OP in the gas phase in a non-equilibrium geometry, computed with ωB97M-V with the def2-TZVPD basis set.

Geometry as XYZ:
```
9
Properties=species:S:1:pos:R:3
P -0.451 -0.074 -0.973
O -1.061 1.176 -1.749
C -0.574 -0.455 0.775
C 0.749 0.259 0.324
H 0.154 -0.989 -1.813
H -0.493 -1.462 1.236
H 0.932 1.424 0.492
H 1.845 -0.066 0.267
H -1.102 0.187 1.441
```

Properties
ΔE to the lowest compared entry with this formula, charge and spin = 36.6 kcal/mol
2S+1 = 1
E = -495.72218 Ha
SMILES string = O=[PH]1CC1
Kohn-Sham gap = 10.3 eV
Total charge = 0

---

(8)
C2H5OP in the gas phase in a non-equilibrium geometry, computed with ωB97M-V with the def2-TZVPD basis set.

Geometry as XYZ:
```
9
Properties=species:S:1:pos:R:3
P -0.969 -0.801 -0.463
O -0.959 -1.618 0.980
C -0.124 1.283 -0.154
C 0.684 0.083 -0.275
H -0.369 1.777 -1.138
H 1.120 0.074 -1.225
H -0.598 1.759 0.753
H 1.367 -0.375 0.500
H -0.151 -2.182 1.022
```

Properties
ΔE to the lowest compared entry with this formula, charge and spin = 33.0 kcal/mol
2S+1 = 1
E = -495.72788 Ha
SMILES string = OP1CC1
Kohn-Sham gap = 8.7 eV
Total charge = 0

---

(9)
C2H5OP in the gas phase in a non-equilibrium geometry, computed with ωB97M-V with the def2-TZVPD basis set.

Geometry as XYZ:
```
9
Properties=species:S:1:pos:R:3
P 2.012 -0.400 0.122
O -1.393 -0.748 -0.189
C 0.412 0.770 -0.263
C -0.606 0.099 0.452
H 0.409 1.793 0.132
H -1.869 -1.287 0.325
H -0.683 0.322 1.546
H 0.292 0.797 -1.286
H 1.794 -1.113 -1.031
```

Properties
ΔE to the lowest compared entry with this formula, charge and spin = 69.6 kcal/mol
2S+1 = 1
E = -495.66956 Ha
Kohn-Sham gap (alpha / beta) = 6.6 / 7.3 eV
Total charge = 0

---

(10)
C2H5OPS in the gas phase in a non-equilibrium geometry, computed with ωB97M-V with the def2-TZVPD basis set.

Geometry as XYZ:
```
10
Properties=species:S:1:pos:R:3
S 2.124 0.635 0.388
P -0.574 -0.930 0.284
O -2.333 0.899 0.286
C -1.159 0.560 -0.255
C 1.143 -0.744 -0.401
H 1.697 0.204 1.586
H 0.682 -0.418 -1.423
H -2.699 0.022 0.549
H -0.574 1.477 -0.577
H 1.692 -1.705 -0.438
```

Properties
ΔE to the lowest compared entry with this formula, charge and spin = 46.2 kcal/mol
2S+1 = 1
E = -893.89920 Ha
SMILES string = O/C=P/CS
Kohn-Sham gap = 8.5 eV
Total charge = 0

---

(11)
C2H5OPS in the gas phase in a non-equilibrium geometry, computed with ωB97M-V with the def2-TZVPD basis set.

Geometry as XYZ:
```
10
Properties=species:S:1:pos:R:3
S -0.290 -0.119 2.358
P -1.654 0.772 -0.341
O 0.874 -0.620 -1.347
C -0.327 0.186 0.752
C 1.149 -0.637 -0.018
H -1.253 1.961 -1.100
H 2.097 -0.080 0.223
H -2.196 1.612 0.611
H 0.480 -1.480 -1.716
H 1.120 -1.596 0.578
```

Properties
ΔE to the lowest compared entry with this formula, charge and spin = 60.4 kcal/mol
2S+1 = 1
E = -893.87651 Ha
SMILES string = OCC(P)=S
Kohn-Sham gap = 7.7 eV
Total charge = 0

---

(12)
C2H5OPS in the gas phase in a non-equilibrium geometry, computed with ωB97M-V with the def2-TZVPD basis set.

Geometry as XYZ:
```
10
Properties=species:S:1:pos:R:3
S 1.295 -1.507 -0.067
P -0.363 -0.354 -0.176
O 1.972 1.244 -0.232
C 1.194 0.481 0.585
C -2.002 -0.922 -0.026
H 1.654 1.343 -1.088
H -2.208 -1.510 0.791
H 1.335 0.669 1.633
H -2.464 0.073 -0.220
H -0.413 0.483 -1.199
```

Properties
ΔE to the lowest compared entry with this formula, charge and spin = 72.1 kcal/mol
2S+1 = 1
E = -893.85798 Ha
SMILES string = C=[P@@H]1S[C@H]1O
Kohn-Sham gap = 8.8 eV
Total charge = 0